Record 1
The following is a quantum chemistry calculation of a cluster of 2 separate species, C4H9BN2O2 in total, from OMol25.

Output
Highest occupied orbital energy (eV): -7.91
Frontier orbital gap (eV): 8.34
E_LUMO (eV): 0.424
Energy above the lowest of the compared OMol25 structures with the same formula, charge and spin (eV): 4.528

The geometry in XYZ format:
```
18
Properties=species:S:1:pos:R:3:nbo_charge:R:1
B -2.05 0.56 -0.08 1.04
C 0.82 -2.24 -0.15 -0.64
C -0.54 -1.71 -0.46 -0.24
C 0.57 0.82 0.60 0.07
C -1.00 -0.59 -0.11 -0.23
N 2.78 1.32 0.27 -0.66
N 1.56 0.75 -0.09 -0.28
O -2.29 1.25 -1.28 -0.93
O -2.67 0.90 1.07 -0.90
H 0.73 -3.14 0.33 0.21
H 1.52 -2.42 -1.04 0.22
H -1.32 -2.35 -0.92 0.22
H 0.23 1.28 1.47 0.16
H 2.79 2.13 0.83 0.35
H 3.47 1.31 -0.49 0.37
H 1.53 -1.53 0.42 0.24
H -2.88 1.98 -1.52 0.51
H -3.26 1.66 1.16 0.50
```

Record 2
The following is a quantum chemistry calculation of a cluster of 2 separate species, C4H9BO2S in total, from OMol25.

Output
Highest occupied orbital energy (eV): -9.38
Frontier orbital gap (eV): 9.85
E_LUMO (eV): 0.470
Energy above the lowest of the compared OMol25 structures with the same formula, charge and spin (eV): 0.470

The geometry in XYZ format:
```
17
Properties=species:S:1:pos:R:3:nbo_charge:R:1
B 2.52 0.01 0.78 1.19
C -0.97 -0.55 0.87 -0.42
C -0.57 -1.14 -0.48 -0.43
C -0.52 1.02 0.90 -0.48
C -0.97 -0.03 -1.51 -0.51
O 2.81 0.75 -0.26 -0.93
O 2.58 -0.74 1.68 -0.85
S -0.23 1.53 -0.89 0.12
H -2.06 -0.38 1.02 0.21
H -0.48 -1.09 1.62 0.24
H 0.49 -1.38 -0.45 0.22
H -1.13 -2.01 -0.93 0.23
H -1.30 1.65 1.20 0.22
H 0.53 1.16 1.27 0.22
H -2.13 0.16 -1.56 0.22
H 1.97 1.12 -0.75 0.52
H -0.52 -0.06 -2.50 0.23
```

Record 3
The following is a quantum chemistry calculation of a structure of composition C4H9Br2N2, from OMol25.

Output
Highest occupied orbital energy (eV): -13.93
Frontier orbital gap (eV): 8.93
Charge: +1
E_LUMO (eV): -5.001
Energy above the lowest of the compared OMol25 structures with the same formula, charge and spin (eV): 1.959

The geometry in XYZ format:
```
17
Properties=species:S:1:pos:R:3:nbo_charge:R:1
C 1.46 -0.47 -0.15 0.60
C -0.24 0.52 1.28 -0.59
C -0.76 0.37 -1.14 -0.60
C 0.42 0.52 -0.17 -0.33
N 2.84 -0.03 -0.32 -0.63
N 1.25 -1.72 0.16 -0.71
Br 4.20 -1.27 -0.02 0.34
Br 3.43 1.72 -0.34 0.39
H -0.84 -0.37 1.33 0.20
H 0.25 0.42 2.25 0.25
H -0.93 1.29 1.24 0.24
H -1.26 1.39 -1.24 0.25
H -1.50 -0.34 -0.88 0.23
H -0.37 0.10 -2.14 0.23
H 0.89 1.54 -0.28 0.27
H 0.44 -2.01 0.57 0.43
H 1.94 -2.50 0.09 0.45
```

Record 4
The following is a quantum chemistry calculation of the molecule C4H9BrN2, from OMol25.

Output
Highest occupied orbital energy (eV): -7.79
Frontier orbital gap (eV): 8.50
E_LUMO (eV): 0.706
Energy above the lowest of the compared OMol25 structures with the same formula, charge and spin (eV): 1.234

The geometry in XYZ format:
```
16
Properties=species:S:1:pos:R:3:nbo_charge:R:1
C -0.81 -0.10 0.44 -0.47
C 0.32 -1.07 0.07 -0.43
C -0.32 1.27 0.71 -0.07
C 1.38 -0.39 -0.87 -0.37
N -1.86 2.66 -0.54 -0.66
N -0.81 2.37 0.23 -0.19
Br 3.14 -0.02 0.07 -0.08
H -1.63 0.11 -0.31 0.22
H -1.29 -0.72 1.37 0.23
H 0.86 -1.44 1.09 0.23
H 0.11 -2.08 -0.35 0.24
H 0.58 1.44 1.24 0.20
H 1.64 -1.06 -1.61 0.20
H -2.60 1.96 -0.72 0.33
H 1.13 0.50 -1.37 0.22
H -0.22 3.17 0.28 0.40
```

Record 5
The following is a quantum chemistry calculation of a cluster of 2 separate species, C4H9BrNO in total, from OMol25.

Output
Highest occupied orbital energy (eV): -13.88
Frontier orbital gap (eV): 8.57
Charge: +1
E_LUMO (eV): -5.310
Energy above the lowest of the compared OMol25 structures with the same formula, charge and spin (eV): 1.511

The geometry in XYZ format:
```
16
Properties=species:S:1:pos:R:3:nbo_charge:R:1
C -1.95 1.27 0.09 -0.32
C -0.66 1.66 0.06 -0.23
C 0.52 1.05 -0.69 -0.61
C 1.50 0.60 0.31 0.59
N 1.03 -2.17 0.15 -1.12
O 1.15 0.54 1.51 -0.55
Br 3.22 0.13 -0.22 0.27
H -2.75 1.76 0.75 0.24
H -2.29 0.57 -0.65 0.21
H -0.36 2.65 0.40 0.22
H 0.85 1.67 -1.56 0.31
H 0.30 0.10 -1.23 0.30
H 0.88 -2.40 -0.80 0.38
H 1.74 -2.81 0.54 0.39
H 0.17 -2.04 0.65 0.38
H 1.81 0.41 2.15 0.54
```

Record 6
The following is a quantum chemistry calculation of a cluster of 2 separate species, C4H9BrNO2 in total, from OMol25.

Output
Highest occupied orbital energy (spin up / spin down) (eV): -12.75 / -11.96
Frontier orbital gap (spin up / spin down) (eV): 8.87 / 7.17
Charge: +1
E_LUMO (spin up / spin down) (eV): -3.884 / -4.798

The geometry in XYZ format:
```
17
Properties=species:S:1:pos:R:3:nbo_charge:R:1
C -0.64 0.38 -1.13 0.88
C 1.05 -1.54 1.38 -0.75
C 0.56 1.38 -2.89 -0.26
C 0.19 -0.31 1.45 -0.02
N -1.31 -0.40 1.78 -0.76
O -1.81 0.50 -1.08 -0.51
O 0.44 0.66 -1.69 -0.46
Br 0.67 1.39 2.27 0.10
H 1.92 -1.08 1.02 0.27
H 1.19 -2.16 2.40 0.25
H 0.90 -2.23 0.53 0.26
H 0.28 2.42 -2.69 0.21
H -0.18 1.06 -3.54 0.20
H 1.56 1.23 -3.29 0.23
H -1.50 -1.32 1.36 0.45
H -1.71 0.39 1.31 0.46
H -1.60 -0.38 2.81 0.44
```

Record 7
The following is a quantum chemistry calculation of the molecule C4H9BrNP, from OMol25.

Output
Highest occupied orbital energy (spin up / spin down) (eV): -4.66 / -9.32
Spin multiplicity: 3
Frontier orbital gap (spin up / spin down) (eV): 5.51 / 5.48
E_LUMO (spin up / spin down) (eV): 0.848 / -3.840

The geometry in XYZ format:
```
16
Properties=species:S:1:pos:R:3:lowdin_spin:R:1
C -0.29 1.47 0.11 0.00
C 0.41 1.04 -1.22 0.04
C -0.68 0.17 0.83 0.02
C 0.64 -0.46 -1.02 0.48
N -0.47 -0.94 -0.15 0.17
P -0.25 -2.45 0.62 0.03
Br 2.57 -0.65 -0.46 1.16
H 0.28 2.20 0.63 0.00
H -1.20 1.99 -0.32 0.00
H -0.38 1.12 -1.88 0.01
H 1.36 1.64 -1.40 0.01
H -0.22 0.07 1.86 0.01
H -1.74 0.19 1.09 0.00
H 0.52 -1.21 -1.82 0.04
H -1.25 -2.11 1.56 0.00
H 0.71 -2.06 1.55 0.01
```

Record 8
The following is a quantum chemistry calculation of a structure of composition C4H9Cl2N2, from OMol25.

Output
Highest occupied orbital energy (eV): -14.91
Frontier orbital gap (eV): 11.79
Charge: +1
E_LUMO (eV): -3.114
Energy above the lowest of the compared OMol25 structures with the same formula, charge and spin (eV): 1.266

The geometry in XYZ format:
```
17
Properties=species:S:1:pos:R:3:nbo_charge:R:1
C 0.35 -0.22 0.41 0.57
C 2.29 0.03 -1.57 -0.73
C -1.75 0.55 1.43 -0.45
C 2.19 0.14 -0.13 -0.06
N -0.44 0.75 0.80 -0.56
N 0.20 -1.49 0.31 -0.74
Cl 3.00 -1.18 0.52 0.12
Cl 2.59 1.79 0.44 0.06
H 1.63 0.75 -2.03 0.25
H 2.25 -0.95 -1.97 0.25
H 3.18 0.49 -2.03 0.28
H -1.89 -0.53 1.68 0.22
H -2.08 1.23 2.35 0.27
H -2.54 0.85 0.73 0.23
H 0.02 1.70 0.67 0.45
H 1.07 -1.97 0.01 0.43
H -0.58 -1.97 0.57 0.42
```

Record 9
The following is a quantum chemistry calculation of a cluster of 2 separate species, C4H9ClFP in total, from OMol25.

Output
Highest occupied orbital energy (spin up / spin down) (eV): -8.75 / -8.00
Frontier orbital gap (spin up / spin down) (eV): 8.01 / 7.13
E_LUMO (spin up / spin down) (eV): -0.735 / -0.875
Energy above the lowest of the compared OMol25 structures with the same formula, charge and spin (eV): 2.595

The geometry in XYZ format:
```
16
Properties=species:S:1:pos:R:3:nbo_charge:R:1
C -1.48 -1.24 -0.93 -1.05
C -2.01 0.48 1.16 -0.95
C 2.52 1.05 -0.35 -0.40
C 1.48 0.13 -0.10 0.27
F 1.07 0.04 1.17 -0.33
P -1.88 0.45 -0.75 0.61
Cl 4.26 0.13 -0.67 -0.21
H -2.27 -2.01 -0.53 0.25
H -0.52 -1.55 -0.29 0.23
H -1.39 -1.52 -1.99 0.24
H -2.03 1.56 1.55 0.23
H -1.18 0.00 1.61 0.23
H -2.90 0.00 1.51 0.22
H 2.81 1.57 0.55 0.25
H 2.34 1.60 -1.25 0.24
H 1.17 -0.68 -0.67 0.16
```

Record 10
The following is a quantum chemistry calculation of the ion C4H9ClN3O with charge +1, from OMol25.

Output
Highest occupied orbital energy (eV): -13.58
Frontier orbital gap (eV): 9.68
Charge: +1
E_LUMO (eV): -3.902
Energy above the lowest of the compared OMol25 structures with the same formula, charge and spin (eV): 0.539

The geometry in XYZ format:
```
18
Properties=species:S:1:pos:R:3:nbo_charge:R:1
C 0.37 -1.05 -0.11 0.19
C -0.67 -0.15 0.53 -0.30
C -0.34 1.28 0.23 0.57
C 0.41 -2.43 0.49 -0.62
N 0.94 -0.89 -1.20 -0.08
N 0.81 1.65 0.79 -0.71
N -1.20 1.94 -0.55 -0.70
O 0.90 0.30 -1.86 -0.57
Cl -2.34 -0.60 -0.24 -0.03
H -0.93 -0.49 1.63 0.31
H 1.18 -2.45 1.13 0.23
H 0.53 -3.25 -0.24 0.26
H -0.49 -2.50 0.95 0.21
H 1.08 2.58 0.59 0.42
H 1.23 1.20 1.59 0.45
H -1.20 2.85 -0.93 0.43
H -2.09 1.53 -0.77 0.44
H 1.81 0.49 -2.05 0.50
```

Record 11
The following is a quantum chemistry calculation of a cluster of 2 separate species, C4H9ClNOP in total, from OMol25.

Output
Highest occupied orbital energy (spin up / spin down) (eV): -8.07 / -6.36
Frontier orbital gap (spin up / spin down) (eV): 8.66 / 6.43
E_LUMO (spin up / spin down) (eV): 0.583 / 0.067
Energy above the lowest of the compared OMol25 structures with the same formula, charge and spin (eV): 3.798

The geometry in XYZ format:
```
17
Properties=species:S:1:pos:R:3:nbo_charge:R:1
C -0.87 0.79 -0.60 -0.24
C -1.23 0.07 0.62 0.08
C -2.68 -0.58 0.51 -0.64
C 4.38 0.20 0.37 -0.48
N -0.28 -0.11 -1.49 -0.92
O -0.24 -0.93 0.79 -0.79
P 0.55 -1.35 -0.60 0.94
Cl 2.78 0.36 0.02 0.08
H -1.93 1.23 -1.01 0.19
H -0.21 1.73 -0.30 0.18
H -1.25 0.64 1.56 0.20
H -2.78 -1.27 1.42 0.22
H -2.75 -1.26 -0.43 0.22
H -3.49 0.20 0.49 0.22
H 4.74 -0.05 1.33 0.19
H 5.06 -0.07 -0.55 0.19
H 0.21 0.38 -2.14 0.39
```

Record 12
The following is a quantum chemistry calculation of a cluster of 3 separate species, C4H9ClOS in total, from OMol25.

Output
Highest occupied orbital energy (spin up / spin down) (eV): -7.24 / -7.24
Frontier orbital gap (spin up / spin down) (eV): 5.00 / 5.00
E_LUMO (spin up / spin down) (eV): -2.242 / -2.243
Energy above the lowest of the compared OMol25 structures with the same formula, charge and spin (eV): 5.142

The geometry in XYZ format:
```
16
Properties=species:S:1:pos:R:3:nbo_charge:R:1
C -1.74 -0.52 -0.07 -0.69
C -0.64 -0.80 2.13 -0.48
C 2.22 1.62 -0.16 -0.20
C -0.54 -0.54 0.79 0.34
O 0.63 -0.17 0.38 -0.71
S 0.50 -0.15 -3.00 -0.33
Cl 3.33 0.54 0.30 0.23
H -1.50 -0.09 -1.02 0.21
H -2.48 0.04 0.69 0.23
H -2.30 -1.43 -0.36 0.23
H -1.56 -1.23 2.46 0.18
H 0.29 -0.79 2.64 0.20
H 0.90 -0.35 -1.72 0.18
H 1.75 1.40 -1.09 0.24
H 1.88 2.29 0.63 0.23
H -0.75 0.20 -2.59 0.14
```

Record 13
The following is a quantum chemistry calculation of the molecule C4H9F2N, from OMol25.

Output
Highest occupied orbital energy (eV): -9.52
Frontier orbital gap (eV): 10.43
E_LUMO (eV): 0.911
Energy above the lowest of the compared OMol25 structures with the same formula, charge and spin (eV): 0.492

The geometry in XYZ format:
```
16
Properties=species:S:1:pos:R:3:nbo_charge:R:1
C -0.82 -0.35 -0.18 -0.09
C -0.90 0.62 -1.36 0.04
C -0.06 0.17 1.03 -0.46
C 1.41 0.61 0.98 0.05
H 0.55 -1.47 -1.11 0.37
H -0.20 -2.23 0.08 0.35
H -1.87 -0.45 0.19 0.19
H -0.93 1.65 -1.08 0.17
H -1.79 0.15 -1.89 0.17
H -0.06 -0.67 1.79 0.21
H -0.63 0.98 1.49 0.21
H 1.63 1.40 0.19 0.17
H 1.62 1.18 1.95 0.16
N -0.34 -1.60 -0.71 -0.82
F 0.15 0.49 -2.21 -0.37
F 2.23 -0.49 0.83 -0.37
```

Record 14
The following is a quantum chemistry calculation of a cluster of 2 separate species, C4H9F2NO2 in total, from OMol25.

Output
Highest occupied orbital energy (eV): -9.42
Frontier orbital gap (eV): 10.11
E_LUMO (eV): 0.683
Energy above the lowest of the compared OMol25 structures with the same formula, charge and spin (eV): 0.000

The geometry in XYZ format:
```
18
Properties=species:S:1:pos:R:3:nbo_charge:R:1
C 2.05 -0.60 0.25 -0.63
C 1.20 0.31 1.12 -0.07
C -0.68 1.55 0.46 0.43
C -3.26 -0.12 0.16 0.63
N -3.15 -0.14 -1.23 -0.86
O -1.07 2.53 -0.29 -0.66
O 0.64 1.35 0.34 -0.54
F -3.21 -1.40 0.73 -0.39
F -4.46 0.36 0.53 -0.34
H 1.45 -1.02 -0.56 0.21
H 2.88 -0.04 -0.18 0.21
H 2.45 -1.41 0.86 0.22
H 1.82 0.78 1.90 0.18
H 0.38 -0.24 1.60 0.20
H -2.45 0.47 0.63 0.17
H -3.87 -0.70 -1.67 0.38
H -2.24 -0.44 -1.54 0.37
H -0.36 2.96 -0.81 0.48
```

Record 15
The following is a quantum chemistry calculation of a cluster of 2 separate species, C4H9FNO in total, from OMol25.

Output
Highest occupied orbital energy (eV): -13.70
Frontier orbital gap (eV): 9.04
Charge: +1
E_LUMO (eV): -4.659
Energy above the lowest of the compared OMol25 structures with the same formula, charge and spin (eV): 3.197

The geometry in XYZ format:
```
16
Properties=species:S:1:pos:R:3:nbo_charge:R:1
C -3.01 -0.25 1.55 0.50
C 1.23 1.15 -0.25 -0.39
C -0.02 -0.53 -1.26 -0.46
C 0.58 -0.96 1.00 0.13
N 0.72 -0.23 -0.03 -0.19
O -4.09 0.43 1.61 -0.63
F -2.22 0.40 0.65 -0.39
H 2.01 0.93 -0.85 0.23
H 0.54 1.72 -0.70 0.23
H 1.67 1.55 0.68 0.23
H 0.65 -0.91 -1.93 0.23
H -0.70 -1.39 -1.26 0.24
H -0.65 0.29 -1.66 0.26
H 0.13 -1.89 0.75 0.24
H 0.92 -0.50 1.87 0.23
H -4.67 0.01 2.23 0.53
```

Record 16
The following is a quantum chemistry calculation of the molecule C4H9FO, from OMol25.

Output
Highest occupied orbital energy (eV): -10.55
Frontier orbital gap (eV): 11.48
E_LUMO (eV): 0.936
Energy above the lowest of the compared OMol25 structures with the same formula, charge and spin (eV): 0.880

The geometry in XYZ format:
```
15
Properties=species:S:1:pos:R:3:nbo_charge:R:1
C 0.31 -1.27 1.22 -0.61
C 0.16 -0.32 0.05 -0.30
C -1.28 -0.55 -0.36 -0.04
C 0.55 1.11 0.23 0.07
H 0.38 -2.32 0.98 0.22
H -0.56 -1.04 1.75 0.20
H 1.20 -1.16 1.86 0.22
H 0.85 -0.66 -0.70 0.20
H -2.00 -0.01 0.34 0.18
H -1.50 -1.55 -0.37 0.18
H -1.14 -0.27 -2.44 0.47
H 0.42 1.62 -0.76 0.18
H -0.10 1.51 1.09 0.15
O -1.62 -0.04 -1.70 -0.76
F 1.88 1.15 0.56 -0.37
```